ORCA calculation (wB97M-V/def2-TZVPD) on C39H49Br2N6O3S3Si3Zr as an isolated structure.

Output
* E: -9327.842504 a.u.
* HOMO level: -7.48 eV
* LUMO level: -4.1542 eV
* relative energy (zero: lowest compared OMol25 entry of this formula, charge and spin): 12.7 kcal/mol
* maximum force: 3.4 eV/A
* total charge: +1
* gap between HOMO and LUMO: 3.3 eV

Last column: Mulliken charge in e.
Cartesian coordinates (Å):
H: -2.2499 3.8534 3.4685  0.5440
S: -2.8949 1.1362 0.4975  -0.4191
H: 4.0923 0.9094 -2.8062  0.6467
S: 1.1007 -2.4348 -0.9552  2.2400
H: -2.8794 -1.5325 3.0033  0.6287
H: 3.6163 2.1844 0.5319  0.4544
H: -0.0241 -0.0577 5.1737  0.4079
H: 3.3434 -0.6164 0.3347  0.3835
C: 3.7755 -2.8116 -1.1527  -0.4463
C: 0.3196 1.3322 -3.3057  0.1664
N: -2.2319 -1.9537 1.0170  -0.1813
H: -1.1648 1.9993 -5.5022  0.6203
H: -1.2175 -2.4853 -6.1800  0.5248
H: -0.7564 6.8532 -0.2247  0.4643
H: 4.0786 -0.2245 1.8906  0.6106
H: -2.6251 -2.8719 1.1656  0.3904
H: 0.1679 -2.6690 1.8729  -0.1022
C: 3.0343 1.0593 -2.9673  -0.8984
H: -6.8690 -0.4533 4.6241  0.3028
O: 1.3290 -1.8934 -2.2725  -0.7280
H: -3.7744 -3.8915 -3.0323  0.5387
N: 0.8002 0.9684 -2.1097  2.2591
H: 1.7520 -4.1731 1.2187  0.5544
H: 5.8948 -3.0804 -1.2555  0.4095
C: -3.1943 0.8472 -2.5356  -0.6475
C: 0.4173 3.4916 3.4858  -1.5290
H: -3.1149 -3.9430 -5.4408  0.4755
C: -1.1637 1.3580 -3.4539  0.8457
Si: -0.5786 -0.4820 2.8195  -0.8091
H: -0.1254 -1.0243 -4.5158  0.3335
O: 0.7889 -1.2224 -0.0077  0.9686
H: 3.3346 1.4910 3.8669  0.3754
C: -2.3298 -2.3809 -2.5565  1.0512
H: 2.5625 -0.0814 4.0552  0.3566
H: -0.4532 3.3404 -2.5857  0.5616
H: 7.2062 -3.9524 0.6368  0.3871
N: -2.1517 -1.5759 -0.2858  0.5676
C: -3.0140 0.2128 1.8883  -0.3053
H: 0.2837 3.0602 4.4804  0.3664
C: -6.1180 -0.5053 3.8361  -0.7101
C: 2.5382 1.5091 -4.1720  -1.0160
C: 4.9889 -3.3024 -0.7023  -0.9258
C: -0.9535 -0.0972 4.5917  -0.9074
C: -0.6231 3.5741 0.6689  0.5528
H: 3.7084 -2.2119 -2.0509  0.5567
C: 6.3881 -4.6052 0.9389  -1.5395
C: -0.7136 4.9599 0.7954  -0.9698
H: -0.3671 -2.7812 3.5620  0.6589
H: 1.4825 3.5442 3.2821  0.3013
C: -2.6172 -3.2816 -4.7442  -0.7013
H: 6.5825 -5.5960 0.5209  0.3070
C: -1.5734 -2.4697 -5.1589  -0.9966
S: -4.4589 -0.8169 4.5655  -0.3650
C: 2.6224 2.4045 0.9372  -1.1631
C: -3.8657 1.1129 -3.7128  -0.9369
H: -3.7444 0.5031 -1.6729  0.3970
H: 1.9764 2.7053 0.1095  0.1146
H: 1.2258 -2.1102 3.1826  0.4257
Br: -3.9521 1.9431 -6.4184  -0.0986
H: -0.7934 5.3914 1.7855  0.3686
H: -2.5957 2.1684 3.8058  0.3691
H: -1.5877 -0.8892 4.9977  0.4385
H: -0.5683 5.7443 -2.4726  0.5116
H: -3.5254 0.6055 2.7841  0.0029
C: -0.9728 -1.6388 -4.2275  -0.1660
C: 3.8860 -4.3910 1.1307  -1.0298
N: -1.8737 0.9820 -2.3845  1.2916
C: 0.0392 0.8472 1.6841  2.1922
H: 2.7314 3.2771 1.5824  0.5392
H: 0.0357 4.5153 3.5448  0.5092
C: -0.5923 5.1699 -1.5566  -1.4353
Si: 1.9630 0.8998 1.8794  0.0342
H: -3.1262 2.8804 2.2843  0.4846
C: -3.1263 1.5519 -4.7875  -0.6548
C: -2.9912 -3.2486 -3.4130  -0.9110
N: -0.5404 2.9844 -0.5435  0.8165
C: -1.7517 1.6766 -4.6570  -1.1172
H: -3.2389 -3.2299 -0.7678  0.5350
H: -6.4111 -1.3036 3.1490  0.2000
H: 2.8094 -1.4502 1.7845  -0.0212
C: -0.6963 5.7764 -0.3171  -0.7851
C: 2.3952 0.9474 3.7141  -1.2320
C: 3.1361 -0.4813 1.3981  -0.9070
Br: 3.6981 1.9144 -5.5783  -0.0974
C: 0.1859 -2.1759 2.8404  -0.9251
C: 1.1681 1.6510 -4.3435  -0.8929
Zr: -0.5669 0.1690 -0.5412  -1.6462
C: -2.3170 2.8616 3.0105  -1.4907
O: 0.0839 -3.4260 -0.7795  -0.6705
H: -4.9365 0.9808 -3.7779  0.5304
H: -6.1487 0.4415 3.2867  0.1800
H: 6.3998 -4.6986 2.0242  0.3953
N: -1.3575 -1.5626 -2.9570  0.7800
C: 2.6208 -3.1154 -0.4402  -0.5676
C: 2.1256 0.8192 -1.9660  -0.5123
H: 2.4686 0.4835 -0.9982  -0.0344
C: -0.5239 3.7941 -1.6108  -0.1035
H: -1.4849 0.8386 4.7444  0.2559
H: 1.6477 1.3872 4.3623  0.2635
C: 2.6643 -3.9164 0.6937  -0.4787
C: 5.0650 -4.0815 0.4517  1.0076
H: 3.9287 -5.0158 2.0156  0.4354
C: -2.6412 -2.3999 -1.1332  -1.3343
C: -2.4535 -1.0356 2.0994  -0.2894
Si: -0.6272 2.5396 2.2461  0.1161
H: 0.7853 1.9975 -5.2901  0.6914

ORCA calculation (wB97M-V/def2-TZVPD) on C39H49GeN6O4PPt as an isolated structure.

Output
* E: -4682.711441 a.u.
* HOMO level: -1.44 eV
* LUMO level: 4.1309 eV
* relative energy (zero: lowest compared OMol25 entry of this formula, charge and spin): 3.5 kcal/mol
* maximum force: 0.3 eV/A
* total charge: -2
* gap between HOMO and LUMO: 5.6 eV

Last column: Mulliken charge in e.
Cartesian coordinates (Å):
H: -4.6194 -2.6429 -0.0850  0.6391
H: -0.4176 3.9027 1.7173  0.4183
Ge: 1.3531 1.6665 2.8260  1.3478
H: -0.6609 -3.5019 -2.9831  0.4723
H: 5.3691 2.0350 7.1166  0.3417
H: 2.2389 -3.4953 -5.5017  0.3970
C: 3.3441 3.0613 4.5979  -0.0368
C: -1.7415 3.4138 5.1499  -0.7733
C: -0.1999 1.0966 -4.0755  -1.2320
H: 2.9157 -0.8778 -2.3962  0.3813
C: 1.4737 2.6758 -3.0792  -1.2024
H: -0.3618 0.2870 -4.7906  0.4391
C: -2.3567 1.1198 4.7846  -0.4696
H: 2.5177 3.0034 -3.0798  0.4735
H: 3.0811 3.9681 4.0619  0.2360
O: -0.9454 -2.3531 4.1717  -0.5868
C: -3.8574 -2.5516 0.6707  -0.7629
C: 1.3193 -1.9178 -4.3504  -0.8171
H: 1.8387 -1.3916 -1.0757  -0.2857
C: 2.0531 5.4905 0.0345  -0.4342
C: -2.6114 -2.5868 2.4922  0.0303
C: -0.3636 1.6462 -1.7139  -1.5273
C: 2.7388 1.8548 4.2472  -0.2754
H: -3.0316 0.2873 4.9465  0.4811
C: 2.8255 -3.0102 -2.1214  -0.7639
H: 4.3089 -0.1271 6.5288  0.3728
H: -0.6183 1.2032 -0.7504  0.1922
C: 1.6327 3.2730 1.7092  0.1385
C: -2.0487 -2.7580 3.8751  0.7892
N: -2.6845 -1.9537 0.4542  0.6711
C: 1.4871 -0.0711 1.9984  -0.8846
H: 1.4580 1.9827 -5.1441  0.3537
C: 2.9006 3.5672 1.2042  -0.5025
H: -3.3878 -2.0971 -5.2734  0.3128
H: 2.6507 -0.2401 4.7162  0.4458
C: 3.1090 0.7129 4.9616  -0.4438
C: 1.2425 1.6029 -4.1390  -0.1579
N: 1.0206 -1.5869 -2.9760  0.9469
H: -0.0509 5.8515 0.2575  0.3805
H: 1.1778 2.9408 -0.9552  -1.5734
O: -2.8326 -3.3660 4.7352  -0.6679
H: -3.7775 -3.6640 4.3279  0.4498
H: 4.1061 4.8619 -0.0113  0.3540
H: 0.8651 3.5585 -3.3182  0.3604
H: -1.4940 -3.4686 -4.5352  0.2801
H: -3.2502 -0.8274 -2.5054  0.3529
C: 1.0718 2.1556 -1.7018  2.4004
H: 3.7105 -3.0133 -1.4792  0.4030
C: -2.6284 2.3606 5.3427  -0.4686
H: -0.8709 1.9219 -4.3639  0.5551
H: 2.1171 -3.7343 -1.7076  0.3152
H: 1.7280 1.3326 -1.3966  0.0302
H: -4.7473 -1.3630 -4.4390  0.4511
N: -0.6181 -1.3178 -0.8579  -1.7455
C: 1.9673 -3.2992 -4.4588  -0.7547
C: -0.5930 3.2184 4.3945  0.2295
H: -4.4159 -3.9796 -4.2534  0.2656
H: 3.7368 2.9239 1.4593  0.3395
H: 3.9591 -2.6961 -3.9207  0.2996
Pt: 0.0694 -0.8698 1.1145  0.5168
C: 4.0445 0.7733 5.9862  -0.5934
C: -4.0673 -3.2237 -3.5440  -0.6309
C: 4.6379 1.9850 6.3177  -0.3248
C: 2.1713 -1.6343 -2.0872  -0.5686
H: -2.7395 -4.7910 -2.8126  0.5165
C: -1.5496 -3.1278 -3.4900  -0.8170
H: -1.0475 2.4879 -1.9048  0.4106
H: 2.2140 6.3412 -0.6175  0.3591
C: -1.2102 0.9310 4.0202  0.1598
H: -2.1079 -1.6395 -0.3892  0.6350
H: 1.2382 -4.0582 -4.1604  0.2750
C: -3.8798 -2.9781 1.9829  0.0746
C: -5.0692 -3.7026 2.5714  0.6763
H: -0.9957 -0.0426 3.5920  -0.4305
H: 2.0190 -1.1822 -4.7879  0.4420
N: -1.9104 -1.9688 1.5321  -1.0454
H: 3.6282 -4.3943 -3.5956  0.4060
C: 0.7851 5.2161 0.5268  -0.6362
O: -6.0254 -3.9120 1.8165  -0.7470
H: 0.0990 4.0458 4.2633  0.3601
C: -2.7942 -3.7000 -2.8261  -0.3185
C: 3.1930 -3.3914 -3.5532  -0.8856
H: -4.8701 -3.0891 -2.8152  0.3433
H: -1.9422 4.3838 5.5922  0.3573
C: 3.1135 4.6599 0.3754  -0.7499
O: -4.9906 -4.0420 3.7971  -0.7911
P: -0.4321 -0.9914 -2.3251  0.2444
C: -3.8110 -1.9037 -4.2824  -1.0712
H: 4.7403 4.0827 5.8721  0.3742
C: 4.2847 3.1311 5.6197  -0.6470
H: 0.4012 -1.8782 -4.9362  0.4156
N: -1.5214 -1.6619 -3.4388  0.4438
H: 1.9185 0.7651 -3.9485  -0.0424
N: -0.5761 0.6402 -2.7507  0.4856
C: -2.8414 -1.0225 -3.5087  -0.5502
C: 0.5808 4.1157 1.3523  -0.3681
H: 2.4910 -0.4953 2.1339  0.5240
H: -2.7392 -0.0511 -3.9944  0.3760
H: -3.5254 2.5071 5.9341  0.3597
H: -2.7975 -3.3789 -1.7840  -0.1799
C: -0.3186 1.9809 3.8098  -0.3395

Question: Which formula does entry 2 have?
Answer: C39H49GeN6O4PPt

Question: Which of these has the lowest relative energy (zero: lowest compared OMol25 entry of this formula, charge and spin)?
Answer: C39H49GeN6O4PPt

Question: Number 2 is which compound?
Answer: C39H49GeN6O4PPt